Molecular formula: C20H25N5O3S2
Method: DFT, the ωB97M-V functional and the def2-TZVPD basis

CARTESIAN COORDINATES (ANGSTROEM)
S 2.0482 0.0677 -0.4517
S 4.0059 0.3133 -2.7485
O 0.0184 1.1407 3.5692
O 0.1063 -4.0446 2.1480
O 0.2306 4.2605 -2.3996
N -1.4467 -2.3459 2.2363
N 1.5013 1.4348 1.9406
N 3.1656 2.1558 0.5251
N 2.5299 2.9044 -3.3669
N 3.8047 1.9290 -0.6084
C -5.0698 -4.4792 2.4518
C -3.7892 -2.4713 2.8472
C -0.0498 -0.4918 1.8117
C 3.3755 0.9056 -1.2599
C -2.7311 -4.3793 1.8518
C 0.4577 0.7457 2.5149
C 2.2287 1.3064 0.7926
C 0.1258 3.0534 -3.1131
C 0.7991 -1.7187 2.1614
C 1.4476 4.3092 -1.6943
C 2.6525 4.1460 -2.6207
C 4.7432 1.8517 -3.3926
C 1.2783 2.8933 -4.1041
C -0.1962 -2.8760 2.1726
C -1.4415 -0.8979 2.3110
C -6.3542 -5.2469 2.5255
C 3.6918 2.6206 -4.1867
C -2.6490 -3.0679 2.3160
C -4.9795 -3.1732 2.9099
C -3.9250 -5.0675 1.9259
H 1.4789 5.2797 -1.1972
H 1.2236 -1.6335 3.1648
H 3.5592 4.1107 -2.0151
H 1.4668 3.5162 -0.9330
H -3.9705 -6.0839 1.5625
H -1.8571 -4.8578 1.4441
H -3.7570 -1.4621 3.2261
H 5.1064 2.4066 -2.5314
H -5.8516 -2.6908 3.3277
H -6.2584 -6.0744 3.2280
H 1.2324 3.7117 -4.8435
H -6.6051 -5.6658 1.5521
H 3.3779 2.0014 -5.0313
H 0.1343 2.2021 -2.4141
H -0.8317 3.0842 -3.6353
H -1.5697 -0.5517 3.3444
H 1.1789 1.9376 -4.6233
H 1.8042 2.2333 2.4939
H 5.5733 1.5535 -4.0305
H -0.0681 -0.3385 0.7304
H 1.6083 -1.9164 1.4612
H -7.1714 -4.6095 2.8534
H -2.2398 -0.4814 1.6926
H 2.7052 5.0132 -3.3026
H 4.1525 3.5378 -4.5891

LUMO energy   0.310 eV
Charge   0
Energy above the lowest of the compared OMol25 structures with the same formula, charge and spin   0.0702 eV
SMILES   Cc1ccc(N2C[C@@H](C(=O)Nc3nnc(SCCN4CCOCC4)s3)CC2=O)cc1
Kohn-Sham gap   8.701 eV

Löwdin atomic charge list, values in e, 6 entries: S 1.059; S 0.919; O 0.099; O 0.086; O -0.126; N 0.018

---

Molecular formula: H13O6S
Method: DFT, the ωB97M-V functional and the def2-TZVPD basis

CARTESIAN COORDINATES (ANGSTROEM)
S 3.0038 1.2858 -0.7576
O -0.9046 -0.1363 -1.9606
O -2.1247 1.5568 -0.1968
O -0.5491 -1.9850 -0.0074
O 0.1869 1.3020 0.7168
O -1.7109 -0.3798 1.6445
O 2.0828 -1.5130 0.3608
H -1.4394 -0.6737 2.5108
H 2.4359 1.3523 -1.9597
H -1.7643 0.9714 -0.9004
H -0.9187 -1.4781 0.7385
H 1.0922 1.2360 0.3136
H 2.3362 -0.7798 -0.2681
H 0.4185 -1.8571 0.0431
H -2.2417 0.9262 0.5199
H -0.0093 0.2255 -2.0002
H 2.2788 -1.0875 1.2038
H -1.0302 0.2839 1.3742
H -0.3392 1.6628 -0.0159
H -0.8029 -0.9124 -1.3591

LUMO energy   3.248 eV
Charge   -1
Energy above the lowest of the compared OMol25 structures with the same formula, charge and spin   0.3795 eV
Kohn-Sham gap   7.506 eV

Löwdin atomic charge list, values in e, 6 entries: S 0.060; O -0.079; O -0.093; O -0.098; O -0.151; O -0.071

---

Molecular formula: C14H23CdF3NP
Method: DFT, the ωB97M-V functional and the def2-TZVPD basis

CARTESIAN COORDINATES (ANGSTROEM)
Cd -0.3934 -0.5265 -0.5194
P 2.1511 -0.7561 -1.0463
F 0.9947 1.8927 0.7254
F -1.2019 2.0767 0.6707
F -0.1972 1.0271 2.3048
N -1.9789 -0.8517 -2.1726
C -1.0529 1.9504 -2.4126
C -1.3753 -0.7625 -3.5326
C 0.0255 1.2995 -1.8186
C -2.5189 1.6319 -2.2190
C 1.5408 2.6379 -3.1581
C -0.1777 1.1805 0.9446
C 3.6752 -1.1845 -0.1511
C -2.5692 -2.2061 -1.9834
C -2.9613 0.1990 -1.8629
C 2.2951 -1.7610 -2.5703
C 2.5501 0.9480 -1.6715
C -0.8204 2.9895 -3.3338
C 1.3210 1.6380 -2.2021
C 0.4714 3.3245 -3.7107
H -1.6795 -1.6312 -4.1334
H -0.2802 -0.7717 -3.4418
H -2.9843 2.3353 -1.4935
H -0.7156 -1.6645 1.1991
H 3.3535 -1.8761 -2.8392
H -1.6781 0.1594 -4.0478
H -0.6863 -0.9533 1.5522
H -3.2042 0.1080 -0.7917
H -2.8922 -2.6301 -2.9451
H -3.9229 -0.0272 -2.3796
H -1.8451 -2.8951 -1.5275
H 0.6289 4.1046 -4.4458
H -3.0170 1.8405 -3.1809
H 1.7517 -1.3005 -3.4028
H 3.3258 0.8456 -2.4551
H 3.7522 -0.5242 0.7241
H 2.5652 2.8520 -3.4607
H 4.5484 -1.0525 -0.8091
H 1.8610 -2.7525 -2.3762
H 3.6068 -2.2302 0.1840
H -1.6808 3.5057 -3.7686
H -3.4449 -2.1680 -1.3333
H 2.9956 1.4983 -0.8178

LUMO energy   0.209 eV
Charge   0
Kohn-Sham gap   6.829 eV

Löwdin atomic charge list, values in e, 6 entries: Cd 1.147; P 0.787; F -0.028; F -0.027; F -0.041; N -0.359

---

Molecular formula: C24H58HfP2Si4
Method: DFT, the ωB97M-V functional and the def2-TZVPD basis

CARTESIAN COORDINATES (ANGSTROEM)
Hf -0.6049 1.0232 -0.2685
P -0.8388 -1.5771 -0.0975
P 1.2374 1.4615 -1.9915
Si -0.1106 -0.8072 3.8693
Si 0.0142 2.7421 3.9365
Si -0.3789 0.9516 2.3715
Si -2.6630 1.1457 1.6870
C 1.0261 -0.3817 -2.0721
C -0.3631 -0.5881 5.7352
C -2.2204 -2.6933 -0.4432
C 0.5200 -2.6958 0.3623
C -0.3531 -1.0433 -1.8424
C -2.8140 2.1908 0.0803
C -1.2628 -2.2235 3.3775
C -0.8223 2.7015 5.6476
C 2.5607 -1.0613 -4.6801
C 1.0692 -3.2870 -3.4358
C 2.4926 -3.5110 -3.8653
C -3.4601 2.0363 3.1497
C 1.7099 -1.2739 3.6188
C 0.2571 -2.7867 -5.7632
C 1.8874 2.7763 4.1870
C -0.5154 4.4570 3.2944
C 0.2377 3.1132 0.0724
C 0.7159 2.2007 -3.5572
C 0.6356 -1.3627 -6.2579
C 1.4976 -0.5671 -5.3387
C 2.9793 1.8150 -1.7431
C 3.0823 -2.4690 -4.8413
C -3.8297 -0.3144 1.4375
C 0.0835 -2.9197 -4.2785
H -0.3226 -2.0274 -2.2916
H -3.2244 1.5532 4.1078
H -0.2957 -0.8070 -6.4461
H -1.5713 -2.1716 2.3248
H -2.7445 -2.9328 0.4890
H 3.2058 -0.4198 -4.0625
H -0.4356 5.1829 4.1216
H -3.7547 1.8506 -0.3654
H 2.5621 -4.5097 -4.3407
H 3.4628 1.0075 -1.1813
H 1.9703 -1.3787 2.5580
H -2.0474 2.2446 -0.7736
H -0.7145 -3.0329 -6.2265
H -1.9021 2.5088 5.5873
H 0.1319 4.8143 2.4844
H 1.9163 -2.2327 4.1186
H -3.9727 -0.5686 0.3797
H 0.4850 -3.6025 -0.2587
H -3.1975 3.0964 3.2338
H -1.3151 -0.0963 5.9730
H -1.8491 -3.6245 -0.8935
H 1.3397 0.5108 -5.4036
H 2.2645 1.8695 4.6790
H -0.9615 -2.8729 -3.9610
H 2.9461 -2.8040 -5.8785
H 0.5941 3.2847 -3.4066
H 0.2283 3.7227 -0.8492
H 2.3732 -0.5158 4.0599
H 1.2643 -0.5699 -3.1200
H 3.1374 -3.5639 -2.9736
H 2.1635 3.6370 4.8163
H 1.2662 3.1593 0.4690
H -2.9381 -2.2274 -1.1276
H -2.1706 -2.2176 3.9982
H 1.5002 -2.2143 0.2457
H -1.1649 -0.5347 -2.3888
H -4.8057 -0.0095 1.8430
H 4.1706 -2.4301 -4.6588
H -3.5090 -1.2091 1.9765
H 0.4100 -2.9795 1.4159
H 0.4477 -0.0188 6.2111
H -0.3817 1.9705 6.3359
H 3.0511 2.7390 -1.1505
H 0.9815 -3.5201 -6.1452
H 1.1435 -1.4502 -7.2372
H 1.8304 -0.8833 -1.5099
H 0.8389 -3.7129 -2.4477
H 3.4763 1.9601 -2.7131
H -0.6996 3.6961 6.1082
H -0.3882 3.6504 0.8036
H -0.3801 -1.5831 6.2089
H -0.7648 -3.1911 3.5342
H -0.2542 1.8042 -3.8890
H 2.4096 2.8865 3.2266
H -2.9414 3.2269 0.4192
H 1.4710 2.0384 -4.3377
H -1.5552 4.4841 2.9463
H -4.5498 1.9622 3.0117

LUMO energy   -6.561 eV
Charge   +2
Kohn-Sham gap   6.840 eV

Löwdin atomic charge list, values in e, 6 entries: Hf 0.960; P 0.788; P 0.803; Si 0.342; Si 0.387; Si 0.394

---

Molecular formula: C25H45NO3S2
Method: DFT, the ωB97M-V functional and the def2-TZVPD basis

CARTESIAN COORDINATES (ANGSTROEM)
S 1.2977 -3.0360 1.5752
S -1.1385 -1.4993 -1.7692
O -1.0847 -2.9539 -2.1497
O 0.6473 -0.1497 0.1517
O 1.4217 -4.2708 2.4582
N -2.4726 1.4187 2.0820
C 0.5522 3.2776 -1.9913
C -2.6997 2.5464 3.1240
C -1.9762 2.0742 0.8756
C -0.2188 -0.6697 -3.0890
C 1.2338 3.0015 -3.1676
C -2.7848 -0.9219 -2.0051
C -3.6704 0.9107 1.5745
C -3.0811 2.7285 0.0540
C -1.5126 0.3532 2.5286
C 1.0190 3.7903 -4.2732
C 4.6306 -1.4294 -1.2471
C -0.9810 -1.2091 4.1648
C 3.8556 -1.8567 -2.2875
C 5.1145 -3.8568 -2.6877
C 0.1292 4.9742 -4.3579
C 6.0997 -3.5236 -1.5615
C -4.2219 1.9449 0.5728
C -1.9305 -0.2151 3.7719
C 5.9256 -2.3012 -0.8946
C -0.4025 4.3313 -1.9984
C -0.6171 5.1971 -3.1823
C -1.5570 -2.0208 5.4201
C 4.0313 -3.0128 -2.9721
C 1.5981 -3.7225 0.0196
C 2.9081 -2.2392 1.7742
H 1.9851 2.0528 -3.2116
H -2.7574 0.1773 -1.7457
H -1.4920 1.2218 0.1729
H 1.7145 3.2512 -5.1841
H -3.1488 3.7357 0.1997
H 5.0201 -4.7120 -3.0573
H 2.8289 -1.7818 2.6010
H 6.6268 -1.8637 -0.1646
H 1.0491 -4.5730 -0.3308
H -2.9857 2.6893 -1.0296
H -3.3279 -0.0423 0.9859
H 2.5534 -3.7909 -0.1725
H -0.1289 -0.7483 4.6669
H -4.9338 2.7932 1.2050
H -3.4701 2.1964 3.8333
H -0.5888 -1.7172 3.1751
H -4.2144 0.5593 2.3613
H -2.8940 -0.5944 3.5019
H -0.2983 -1.0387 -4.0432
H -0.9012 -2.8704 5.7904
H 0.7852 -0.1935 -0.8299
H -0.6357 0.8141 2.7264
H -3.1347 -0.9916 -3.1026
H 2.7520 -1.3077 1.2769
H -2.9693 3.5614 2.8218
H 0.7021 -0.6153 -2.9272
H -1.0421 4.6012 -1.0830
H 0.8335 2.7402 -1.0840
H -2.0141 0.4753 4.5423
H 3.9218 -2.7024 1.5304
H -1.8886 2.6362 3.7033
H -3.5323 -1.4843 -1.5023
H -2.5000 -2.4763 4.9919
H 2.9046 -1.3727 -2.4163
H -1.6238 -1.3698 6.1845
H -0.6397 0.4509 -3.1462
H 6.9983 -4.1878 -1.3162
H 3.1088 -3.2543 -3.4785
H -1.1914 2.7559 0.9241
H -1.1751 6.0250 -2.9651
H -4.7739 1.5129 -0.2354
H -1.3310 -0.4004 1.7409
H 4.3853 -0.5916 -0.6540
H 0.0058 5.6350 -5.2515
H 1.3024 -2.8649 -0.5168

LUMO energy   -0.204 eV
Charge   0
Energy above the lowest of the compared OMol25 structures with the same formula, charge and spin   0.0000 eV
Kohn-Sham gap   6.367 eV

Löwdin atomic charge list, values in e, 6 entries: S 0.858; S 0.814; O -0.551; O -0.526; O -0.596; N -0.239

---

What did the fifth record say?
Molecular formula: C25H45NO3S2
Method: DFT, the ωB97M-V functional and the def2-TZVPD basis

CARTESIAN COORDINATES (ANGSTROEM)
S 1.2977 -3.0360 1.5752
S -1.1385 -1.4993 -1.7692
O -1.0847 -2.9539 -2.1497
O 0.6473 -0.1497 0.1517
O 1.4217 -4.2708 2.4582
N -2.4726 1.4187 2.0820
C 0.5522 3.2776 -1.9913
C -2.6997 2.5464 3.1240
C -1.9762 2.0742 0.8756
C -0.2188 -0.6697 -3.0890
C 1.2338 3.0015 -3.1676
C -2.7848 -0.9219 -2.0051
C -3.6704 0.9107 1.5745
C -3.0811 2.7285 0.0540
C -1.5126 0.3532 2.5286
C 1.0190 3.7903 -4.2732
C 4.6306 -1.4294 -1.2471
C -0.9810 -1.2091 4.1648
C 3.8556 -1.8567 -2.2875
C 5.1145 -3.8568 -2.6877
C 0.1292 4.9742 -4.3579
C 6.0997 -3.5236 -1.5615
C -4.2219 1.9449 0.5728
C -1.9305 -0.2151 3.7719
C 5.9256 -2.3012 -0.8946
C -0.4025 4.3313 -1.9984
C -0.6171 5.1971 -3.1823
C -1.5570 -2.0208 5.4201
C 4.0313 -3.0128 -2.9721
C 1.5981 -3.7225 0.0196
C 2.9081 -2.2392 1.7742
H 1.9851 2.0528 -3.2116
H -2.7574 0.1773 -1.7457
H -1.4920 1.2218 0.1729
H 1.7145 3.2512 -5.1841
H -3.1488 3.7357 0.1997
H 5.0201 -4.7120 -3.0573
H 2.8289 -1.7818 2.6010
H 6.6268 -1.8637 -0.1646
H 1.0491 -4.5730 -0.3308
H -2.9857 2.6893 -1.0296
H -3.3279 -0.0423 0.9859
H 2.5534 -3.7909 -0.1725
H -0.1289 -0.7483 4.6669
H -4.9338 2.7932 1.2050
H -3.4701 2.1964 3.8333
H -0.5888 -1.7172 3.1751
H -4.2144 0.5593 2.3613
H -2.8940 -0.5944 3.5019
H -0.2983 -1.0387 -4.0432
H -0.9012 -2.8704 5.7904
H 0.7852 -0.1935 -0.8299
H -0.6357 0.8141 2.7264
H -3.1347 -0.9916 -3.1026
H 2.7520 -1.3077 1.2769
H -2.9693 3.5614 2.8218
H 0.7021 -0.6153 -2.9272
H -1.0421 4.6012 -1.0830
H 0.8335 2.7402 -1.0840
H -2.0141 0.4753 4.5423
H 3.9218 -2.7024 1.5304
H -1.8886 2.6362 3.7033
H -3.5323 -1.4843 -1.5023
H -2.5000 -2.4763 4.9919
H 2.9046 -1.3727 -2.4163
H -1.6238 -1.3698 6.1845
H -0.6397 0.4509 -3.1462
H 6.9983 -4.1878 -1.3162
H 3.1088 -3.2543 -3.4785
H -1.1914 2.7559 0.9241
H -1.1751 6.0250 -2.9651
H -4.7739 1.5129 -0.2354
H -1.3310 -0.4004 1.7409
H 4.3853 -0.5916 -0.6540
H 0.0058 5.6350 -5.2515
H 1.3024 -2.8649 -0.5168

LUMO energy   -0.204 eV
Charge   0
Energy above the lowest of the compared OMol25 structures with the same formula, charge and spin   0.0000 eV
Kohn-Sham gap   6.367 eV

Löwdin atomic charge list, values in e, 6 entries: S 0.858; S 0.814; O -0.551; O -0.526; O -0.596; N -0.239